1) ORCA calculation (the ωB97M-V functional and the def2-TZVPD basis) on 2 unconnected molecules or ions with the total composition C10H16O.

Cartesian coordinates (Å):
C1 -2.11 0.50 1.68
C2 -2.77 0.31 3.04
C3 -2.96 -0.20 0.61
H1 -1.12 0.05 1.68
H2 -2.11 1.56 1.41
H3 -3.34 -0.60 3.11
H4 -2.03 0.34 3.84
H5 -2.85 0.14 -0.42
H6 -4.03 -0.04 0.81
H7 -3.46 1.12 3.29
H8 -2.85 -1.28 0.64
C4 2.99 -2.26 -1.25
C5 1.11 1.50 -1.30
C6 0.93 0.68 -0.14
C7 1.73 1.05 -2.49
C8 1.54 -0.54 -0.09
C9 2.32 -0.17 -2.42
C10 2.27 -0.96 -1.24
O1 0.61 2.72 -1.32
H9 0.48 1.12 0.71
H10 0.17 2.94 -0.48
H11 1.74 1.64 -3.40
H12 1.45 -1.15 0.79
H13 2.78 -0.64 -3.29
H14 2.52 -2.95 -1.97
H15 2.94 -2.78 -0.31
H16 4.03 -2.10 -1.51

Net charge: +1
Spin multiplicity: 2

=====

2) ORCA calculation (the ωB97M-V functional and the def2-TZVPD basis) on 2 unconnected molecules or ions with the total composition C10H16O.

Cartesian coordinates (Å):
C1 0.96 0.52 -2.70
C2 1.39 1.60 0.74
C3 1.73 1.09 -0.47
C4 0.15 2.23 0.85
C5 0.72 0.96 -1.39
C6 -0.96 1.92 0.06
C7 -0.64 1.35 -1.20
O1 -0.13 3.04 1.88
H1 2.18 1.62 1.60
H2 2.67 0.49 -0.71
H3 -0.56 3.86 1.57
H4 -1.96 2.26 0.32
H5 0.09 -0.11 -3.21
H6 1.80 -0.18 -2.69
H7 -1.28 1.38 -1.95
H8 1.30 1.37 -3.35
C8 -0.21 -2.48 1.12
C9 -1.04 -1.49 2.08
C10 -0.77 -2.52 -0.36
H9 0.85 -1.95 1.05
H10 -0.24 -3.54 1.54
H11 -0.78 -0.41 1.92
H12 -0.65 -1.75 3.12
H13 -1.41 -3.26 -0.32
H14 -1.12 -1.58 -0.36
H15 -2.13 -1.84 1.93
H16 0.03 -2.58 -1.08

Net charge: +1
Spin multiplicity: 2

=====

Stability verdict: 1), ahead by 64.9 kcal/mol

=====

1) ORCA calculation (the ωB97M-V functional and the def2-TZVPD basis) on C10H11N in the gas phase.

Cartesian coordinates (Å):
C1 -0.02 -0.33 -2.56
C2 0.26 1.68 1.60
C3 0.97 -1.36 -2.07
C4 0.90 0.47 2.19
C5 -0.64 0.38 -1.68
C6 -0.27 1.67 0.42
C7 1.24 -1.49 -0.74
C8 1.17 -0.62 1.46
C9 -0.62 0.38 -0.15
C10 -1.87 -0.13 0.53
N1 0.63 -0.77 0.19
H1 0.02 -0.21 -3.60
H2 0.64 2.46 2.16
H3 1.23 -2.09 -2.74
H4 1.36 0.62 3.16
H5 -1.18 1.25 -1.91
H6 -0.75 2.59 0.15
H7 2.01 -2.25 -0.52
H8 1.60 -1.60 1.84
H9 -2.71 0.46 0.28
H10 -1.76 0.05 1.58
H11 -2.21 -1.16 0.40

SMILES: CC12C=CC=CN1C=CC=C2
Net charge: 0

=====

2) ORCA calculation (the ωB97M-V functional and the def2-TZVPD basis) on C10H11N in the gas phase.

Cartesian coordinates (Å):
C1 2.97 1.11 -0.42
C2 3.43 -0.25 -0.61
C3 1.60 1.28 -0.18
C4 2.55 -1.33 -0.47
C5 0.81 0.24 0.08
C6 1.32 -1.09 -0.05
C7 -0.27 -1.15 1.65
C8 -0.54 -0.23 0.45
C9 -1.97 -0.31 -1.49
C10 -1.88 0.08 0.02
N1 0.07 -1.70 0.31
H1 3.58 1.97 -0.58
H2 4.42 -0.30 -0.99
H3 1.20 2.35 -0.24
H4 2.85 -2.28 -0.66
H5 0.68 -0.99 2.26
H6 -1.09 -1.68 2.04
H7 -1.43 0.36 -2.09
H8 -3.07 -0.10 -1.80
H9 -1.77 -1.29 -1.49
H10 -2.57 -0.59 0.51
H11 -2.15 1.13 0.01

SMILES: CC[C@@]12CN1c1ccccc12
Net charge: 0

=====

Stability verdict: 1), ahead by 4.6 kcal/mol

=====

1) ORCA calculation (the ωB97M-V functional and the def2-TZVPD basis) on a molecular structure, C10H18BiCl2N2.

Cartesian coordinates (Å):
Bi1 -0.81 -2.21 1.33
Cl1 -2.38 -0.61 0.25
Cl2 1.01 -1.09 2.60
C1 -1.93 -2.14 3.08
H1 -1.43 -2.03 4.05
H2 -3.03 -2.19 2.99
C2 1.17 -1.50 -1.81
C3 0.66 -2.53 -1.18
H3 2.03 -0.97 -1.40
C4 -0.54 -3.29 -1.70
H4 1.17 -2.93 -0.29
C5 -0.72 -3.12 -3.22
H5 -0.47 -4.36 -1.46
H6 -1.48 -2.91 -1.24
C6 -0.61 -1.65 -3.64
H7 0.05 -3.71 -3.73
H8 -1.69 -3.51 -3.52
C7 0.65 -0.94 -3.10
H9 -0.60 -1.61 -4.74
H10 -1.48 -1.09 -3.30
H11 1.44 -0.98 -3.87
H12 0.41 0.12 -2.97
C8 1.65 4.80 1.70
N1 0.68 3.89 2.29
C9 0.16 4.15 3.64
C10 0.30 2.81 1.62
N2 -0.02 1.87 1.00
H13 1.76 5.66 2.37
H14 1.31 5.13 0.71
H15 2.63 4.30 1.58
H16 -0.93 4.16 3.64
H17 0.49 3.37 4.34
H18 0.55 5.12 3.96

Net charge: -1

=====

2) ORCA calculation (the ωB97M-V functional and the def2-TZVPD basis) on a molecular structure, C10H18BiCl2N2.

Cartesian coordinates (Å):
Bi1 2.24 -0.22 -0.77
Cl1 0.81 -2.24 -0.37
Cl2 1.95 1.31 1.21
C1 3.77 -1.29 0.19
H1 4.55 -0.72 0.72
H2 3.78 -2.38 0.17
C2 -0.78 1.40 -1.28
C3 0.21 1.34 -2.12
H3 -0.71 1.99 -0.37
C4 0.18 0.54 -3.41
H4 1.08 2.00 -2.00
C5 -1.18 -0.12 -3.66
H5 0.43 1.20 -4.26
H6 0.96 -0.24 -3.41
C6 -1.86 -0.57 -2.37
H7 -1.83 0.62 -4.15
H8 -1.08 -0.97 -4.35
C7 -2.06 0.64 -1.44
H9 -2.82 -1.04 -2.59
H10 -1.23 -1.31 -1.85
H11 -2.85 1.27 -1.87
H12 -2.40 0.30 -0.45
C8 -0.77 0.70 4.50
N1 -0.16 -0.07 3.42
C9 0.98 -0.92 3.72
C10 -0.81 -0.20 2.29
N2 -1.46 -0.28 1.31
H13 -0.02 0.85 5.28
H14 -1.64 0.17 4.92
H15 -1.11 1.67 4.12
H16 0.66 -1.94 3.97
H17 1.66 -0.97 2.86
H18 1.50 -0.50 4.58

Net charge: -1

=====

Stability verdict: 2), ahead by 16.0 kcal/mol

=====

1) ORCA calculation (the ωB97M-V functional and the def2-TZVPD basis) on C3H6S2 in the gas phase.

Cartesian coordinates (Å):
C1 1.14 -0.56 0.03
C2 0.03 0.44 0.33
C3 -0.76 0.99 -0.71
H1 0.57 -1.50 -0.25
H2 1.61 -0.98 0.97
H3 1.80 -0.26 -0.74
H4 0.46 1.27 0.97
H5 -1.43 -1.49 0.40
H6 -1.14 2.01 -0.17
S1 -1.36 -0.41 1.40
S2 -0.92 0.49 -2.23

SMILES: C[C@H](S)C=S
Net charge: 0

=====

2) ORCA calculation (the ωB97M-V functional and the def2-TZVPD basis) on C3H6S2 in the gas phase.

Cartesian coordinates (Å):
C1 -0.66 -0.44 0.44
C2 0.27 0.71 -0.14
C3 1.69 0.51 -0.25
H1 -2.52 -1.86 -0.21
H2 -0.30 -1.38 0.21
H3 -0.75 -0.04 1.38
H4 -0.04 0.92 -1.14
H5 0.01 1.65 0.38
H6 2.32 1.44 -0.16
S1 -2.38 -0.50 -0.31
S2 2.35 -1.00 -0.19

SMILES: S=CCCS
Net charge: 0

=====

Stability verdict: 2), ahead by 2.7 kcal/mol

=====

1) ORCA calculation (the ωB97M-V functional and the def2-TZVPD basis) on 2 unconnected molecules or ions with the total composition C3H7FO2.

Cartesian coordinates (Å):
C1 0.63 -0.74 1.14
C2 -1.39 1.00 -0.60
C3 0.93 0.08 -0.06
O1 -2.08 -0.03 0.03
O2 1.34 -0.61 -1.19
F1 1.65 1.19 0.18
H1 1.19 -1.62 0.99
H2 0.92 -0.30 2.05
H3 -0.44 -1.09 1.40
H4 -1.13 1.07 -1.66
H5 -1.63 1.88 -0.17
H6 -1.76 -0.91 -0.36
H7 1.79 0.07 -1.76

Net charge: 0

=====

2) ORCA calculation (the ωB97M-V functional and the def2-TZVPD basis) on 2 unconnected molecules or ions with the total composition C3H7FO2.

Cartesian coordinates (Å):
C1 -1.58 1.32 0.12
C2 0.15 -1.62 1.47
C3 -0.51 0.47 0.72
O1 1.62 -0.23 -1.41
O2 -0.76 -0.71 1.06
F1 0.71 0.93 0.85
H1 -1.86 2.20 0.76
H2 -1.22 1.69 -0.88
H3 -2.48 0.76 -0.19
H4 -0.14 -2.56 1.72
H5 1.14 -1.29 1.59
H6 2.22 -0.96 -1.49
H7 1.13 -0.21 -2.26

Net charge: 0

=====

Stability verdict: 2), ahead by 1.4 kcal/mol

=====

1) ORCA calculation (the ωB97M-V functional and the def2-TZVPD basis) on a molecular structure, C2H4N2S.

Cartesian coordinates (Å):
C1 1.72 0.02 -0.07
C2 -0.23 0.02 0.25
N1 2.85 0.19 -0.12
N2 -0.92 0.89 -0.58
S1 -0.74 -1.66 -0.15
H1 -0.25 0.34 1.36
H2 -0.76 1.88 -0.33
H3 -1.54 0.60 -1.27
H4 -0.13 -2.27 0.91

Net charge: 0
Spin multiplicity: 3

=====

2) ORCA calculation (the ωB97M-V functional and the def2-TZVPD basis) on 2 unconnected molecules or ions with the total composition C2H4N2S.

Cartesian coordinates (Å):
C1 0.58 -0.97 1.60
C2 -0.01 0.73 0.00
N1 0.95 -1.40 2.61
N2 0.29 -0.60 0.40
S1 -1.58 -1.96 -0.25
H1 0.95 1.24 -0.16
H2 -0.53 0.69 -0.96
H3 -0.60 1.30 0.73
H4 -1.20 -2.97 0.53

Net charge: 0
Spin multiplicity: 3

=====

Stability verdict: 2), ahead by 70.9 kcal/mol